Record 1
The following is a quantum chemistry calculation of C5H7NOS in the gas phase, from the OMol25 dataset.

Each line ends with the Mulliken charge.
Element x y z (Å)
C  0.70796  0.33518  -0.11260  0.708
C  1.83829  -1.30114  1.17070  -0.677
C  1.68657  -0.62898  0.02468  -0.311
C  -1.29538  1.42556  -0.21958  -0.376
C  -1.74360  0.01001  -0.69911  -0.066
N  0.02495  1.33553  0.08332  -0.311
O  -0.77259  -0.63074  -1.16958  -0.591
S  -2.64411  -0.70702  0.97393  -0.299
H  2.32520  -2.25592  1.16374  0.267
H  1.31423  -0.95584  2.00133  0.334
H  2.34221  -0.93009  -0.83298  0.287
H  -1.43374  2.23993  -1.02158  0.259
H  -1.88567  1.81892  0.64969  0.296
H  -2.59177  0.02060  -1.39359  0.414
H  -1.51022  -1.25549  1.33499  0.067

Atomic forces in eV per Å
-4.6 2.8 -0.7
-0.2 0.1 -1.6
2.8 -1.7 -0.5
-3.6 2.6 -1.2
-2.5 1.2 1.0
5.0 -2.4 0.8
3.2 -1.5 0.1
-0.2 0.1 -0.8
0.7 0.0 0.3
-0.8 0.1 1.5
-1.2 0.4 0.5
0.3 -1.2 0.8
0.6 -0.6 -0.7
-0.2 0.5 0.2
0.6 -0.5 0.4

Summary:
Lowest unoccupied orbital energy, Eh: -0.0259
Multiplicity: 1

***

Record 2
The following is a quantum chemistry calculation of a molecular structure, C20H21Br2CsN3, from the OMol25 dataset.

Each line ends with the Mulliken charge.
Element x y z (Å)
Cs  0.25408  0.01866  -0.14602  0.874
C  -3.69302  0.55498  0.73434  -1.098
N  -3.00019  -0.71521  0.69661  0.261
C  -3.17315  -1.43298  1.93822  -1.135
C  -3.41931  -1.51718  -0.45962  -0.879
C  -2.50892  -2.69961  -0.71488  0.644
C  -2.93131  -3.96683  -0.31877  -0.366
C  -2.09702  -5.06997  -0.47398  -0.508
C  -0.83576  -4.86697  -1.01765  -0.399
C  -0.44957  -3.58363  -1.40792  -0.090
C  -1.25249  -2.43013  -1.30979  -1.507
H  -4.78757  0.43183  0.84084  0.338
H  -3.49907  1.10957  -0.18428  0.296
H  -3.32718  1.15756  1.56701  0.353
H  -4.23485  -1.67813  2.13727  0.309
H  -2.80766  -0.82471  2.76906  0.361
H  -2.61784  -2.37095  1.90822  0.288
H  -3.37545  -0.86192  -1.33156  0.471
H  -4.47327  -1.83414  -0.32220  0.339
H  -3.91831  -4.10073  0.12128  0.284
H  -2.42422  -6.06053  -0.17695  0.343
H  -0.15947  -5.70945  -1.14099  0.351
H  0.55464  -3.49323  -1.83299  0.358
Br  7.72464  -0.48325  -1.11374  -0.195
C  5.87100  -0.39729  -0.78524  -0.056
C  5.03298  0.24451  -1.67515  -0.517
C  3.67891  0.26640  -1.37326  -0.423
N  3.16587  -0.29345  -0.28580  0.149
C  3.98275  -0.90302  0.56708  0.255
C  5.35596  -0.98513  0.35852  -0.429
C  3.33444  -1.52208  1.79414  0.252
C  4.09453  -2.18583  2.75102  -0.498
C  3.42857  -2.73053  3.83708  -0.030
Br  4.41235  -3.64142  5.16177  -0.191
C  2.05824  -2.60828  3.94461  -0.594
C  1.39535  -1.92529  2.93430  -0.525
N  2.01446  -1.39595  1.88764  0.178
H  5.40967  0.71333  -2.57269  0.419
H  2.98002  0.76074  -2.04284  0.312
H  6.02232  -1.48182  1.04538  0.409
H  5.16538  -2.28960  2.67928  0.391
H  1.51375  -3.02644  4.77876  0.423
H  0.31817  -1.80448  2.96946  0.432
C  0.22731  2.99001  1.40085  -1.085
H  1.26529  2.99640  1.77898  0.155
H  -0.43038  2.91042  2.28236  0.147
H  0.04315  3.97062  0.93726  0.133

Atomic forces in eV per Å
-0.8 0.5 0.0
0.0 0.0 0.0
0.1 0.0 -0.1
0.0 0.0 0.0
0.0 0.0 0.0
0.0 0.2 0.0
0.0 -0.1 0.0
0.0 0.0 0.0
-0.1 0.0 0.1
0.1 0.0 -0.1
-0.1 -0.4 0.0
0.0 0.0 0.0
0.0 0.0 0.0
0.0 0.0 0.0
0.0 0.0 0.0
0.0 0.0 0.0
0.0 0.0 0.0
0.0 0.0 0.0
0.0 0.0 0.0
0.0 0.0 0.0
0.0 0.0 0.0
0.0 0.0 0.0
0.0 0.0 0.0
0.1 0.0 0.0
-0.2 -0.1 0.2
0.0 0.1 -0.1
0.1 -0.1 0.1
0.5 0.0 -0.1
-0.2 -0.3 0.5
0.1 0.1 -0.2
0.3 0.2 -0.5
-0.1 -0.1 0.2
0.0 0.1 -0.2
0.0 -0.1 0.1
-0.1 0.0 0.1
0.2 0.0 -0.1
0.1 -0.1 0.2
0.0 0.0 0.0
0.0 0.0 0.1
0.0 0.0 0.0
0.0 0.0 0.0
0.0 0.0 0.0
0.0 0.0 0.0
0.0 -0.2 -0.1
0.0 0.0 0.0
0.0 0.0 0.0
0.0 0.0 0.0

Summary:
Total charge: -1
Lowest unoccupied orbital energy, Eh: 0.0586
Multiplicity: 1

***

Record 3
The following is a quantum chemistry calculation of a molecular structure, C30H31N5OP2RuS2Se2, from the OMol25 dataset.

Each line ends with the Mulliken charge.
Element x y z (Å)
Ru  -2.65543  2.42021  -0.38985  0.117
N  -3.87224  1.90876  -2.06886  -0.226
C  -4.93348  2.92805  -2.19489  -0.436
C  -4.29813  4.30298  -2.12922  -0.664
N  -3.44754  4.40085  -0.90663  -0.424
H  -3.30776  1.84363  -2.91226  0.286
H  -4.25612  0.97799  -1.90913  0.282
H  -5.61358  2.78752  -1.35282  0.301
H  -5.51060  2.82034  -3.11498  0.428
H  -5.05612  5.08527  -2.15050  0.386
H  -3.64322  4.45163  -2.98943  0.310
H  -3.96611  4.77632  -0.11674  0.235
H  -2.67630  5.04290  -1.06389  0.294
Se  -0.52939  -3.20776  1.81278  -0.368
P  0.60769  -2.37960  0.25957  0.909
C  2.24379  -1.78375  0.75288  0.818
C  2.90994  -0.82141  -0.00084  -0.275
C  4.17416  -0.39031  0.37311  -1.304
C  4.78010  -0.93104  1.49861  -0.876
C  4.12293  -1.90084  2.24608  -0.744
C  2.85466  -2.32496  1.87987  -0.886
C  0.84141  -3.48044  -1.15937  0.793
C  1.84289  -3.24349  -2.09952  -0.285
C  1.98129  -4.08677  -3.18987  -0.747
C  1.12270  -5.16675  -3.34557  -0.468
C  0.12955  -5.40634  -2.40828  -0.682
C  -0.01248  -4.56576  -1.31432  -0.569
C  -0.23223  -0.92731  -0.44245  0.749
C  -0.42821  0.37867  -0.02098  -0.366
N  -1.43466  0.86971  -0.79552  0.783
N  -1.82529  -0.08025  -1.63897  -0.894
N  -1.11664  -1.15235  -1.44910  -0.567
P  0.35313  1.51508  1.08960  0.565
Se  -1.00535  3.23104  1.26404  -0.438
C  0.65951  0.69239  2.64181  1.014
C  -0.47178  0.19205  3.28671  -0.252
C  -0.33408  -0.44113  4.50936  -0.716
C  0.92183  -0.57835  5.08125  -0.672
C  2.04905  -0.10078  4.42516  -0.859
C  1.92550  0.53703  3.20265  -0.055
C  1.84671  2.16303  0.32508  0.890
C  2.71727  2.96517  1.05807  -0.356
C  3.81421  3.54068  0.43507  -0.756
C  4.03583  3.33209  -0.91828  -0.676
C  3.14805  2.56031  -1.65736  -0.574
C  2.05025  1.98124  -1.04178  -0.493
H  2.44665  -0.41157  -0.88907  1.025
H  4.68152  0.36330  -0.21669  0.458
H  5.76849  -0.60066  1.79170  0.420
H  4.59953  -2.32584  3.11981  0.483
H  2.32246  -3.05944  2.47164  0.418
H  2.52825  -2.41585  -1.98030  0.239
H  2.76514  -3.90663  -3.91366  0.430
H  1.23531  -5.82720  -4.19537  0.387
H  -0.53331  -6.25351  -2.52396  0.403
H  -0.77511  -4.75145  -0.56893  0.337
H  -1.45540  0.28189  2.83630  0.027
H  -1.20918  -0.84392  5.00046  0.455
H  1.02679  -1.07700  6.03583  0.409
H  3.03094  -0.23632  4.85868  0.473
H  2.81379  0.85044  2.67162  0.438
H  2.53071  3.17492  2.10450  0.530
H  4.49065  4.15878  1.00992  0.465
H  4.89325  3.78130  -1.40146  0.416
H  3.31212  2.40575  -2.71558  0.441
H  1.36821  1.37285  -1.62408  0.380
C  -4.84980  -1.80885  -1.30102  -0.881
O  -4.65527  -0.48673  -0.75487  -0.357
C  -4.24726  -0.39841  0.50930  0.275
S  -4.14631  -1.59906  1.58160  -0.088
S  -3.76353  1.21455  1.05833  -0.127
H  -5.19694  -1.64890  -2.31711  0.279
H  -5.58892  -2.34866  -0.71458  0.385
H  -3.89848  -2.33930  -1.29328  0.346

Atomic forces in eV per Å
0.6 -0.2 -0.4
-0.1 0.2 0.0
0.0 0.0 0.1
0.0 0.0 0.0
-0.2 -0.2 0.2
0.0 0.0 0.0
0.0 0.0 0.0
0.0 0.0 0.0
0.0 0.0 0.0
0.0 0.0 0.0
0.0 0.0 0.0
-0.1 0.0 0.0
0.0 0.0 0.1
0.0 0.0 0.0
0.0 0.0 0.1
0.0 0.0 0.0
0.1 -0.1 0.0
0.0 0.0 0.0
0.0 0.0 0.0
0.0 0.0 0.0
0.0 0.0 0.0
0.1 0.1 0.0
0.0 0.0 0.0
0.0 0.0 0.0
0.0 0.0 0.0
0.0 0.0 0.0
0.0 0.0 0.0
-0.1 -0.1 0.0
0.0 0.0 -0.2
-0.2 -0.3 0.2
0.0 0.0 -0.1
0.0 0.0 0.0
0.2 0.0 0.0
-0.2 0.1 0.1
0.0 0.1 0.1
0.0 0.0 0.1
-0.1 0.0 -0.1
0.1 0.0 0.0
0.0 0.0 0.1
0.0 -0.1 -0.1
0.0 0.0 -0.1
0.0 0.1 0.0
0.0 0.0 0.0
0.0 0.0 0.0
0.0 0.0 0.0
0.1 0.1 0.0
0.0 -0.1 0.1
0.0 0.0 0.0
0.0 0.0 0.0
0.0 0.0 0.0
0.0 0.0 0.0
0.0 0.0 0.0
0.0 0.0 0.0
0.0 0.0 0.0
0.0 0.0 0.0
0.0 0.0 0.0
0.0 0.0 0.0
0.0 0.0 0.0
0.0 0.0 0.0
0.0 0.0 0.0
0.0 0.1 0.0
0.0 -0.1 0.0
0.0 0.0 0.0
0.0 0.0 0.0
0.0 0.0 0.0
0.0 0.0 0.0
0.0 0.0 0.0
0.0 0.1 0.0
0.1 -0.2 -0.1
0.0 -0.1 0.1
-0.1 0.4 0.1
0.0 0.0 0.0
0.0 0.0 0.0
0.0 0.0 0.0

Summary:
Total charge: +1
Lowest unoccupied orbital energy (spin up / spin down), Eh: -0.1389 / -0.1488
Multiplicity: 2

***

Q: Which calculated total energy values were calculated for the entries above? A: -19667.3373 -166181.0736 -214630.1985, in eV.
Q: Which largest force on an atom values were calculated for the entries above? A: 5.7 1.0 0.7, in eV Å⁻¹.
Q: Which ΔE to the lowest compared entry with this formula, charge and spin values were calculated for the entries above? A: 98.4 1.1 16.0, in kcal/mol.